DFT (ωB97M-V/def2-TZVPD) results for a 8-piece molecular cluster, C36H40F27N2O18S overall in a non-equilibrium geometry.

```
! wB97M-V def2-TZVPD RIJCOSX def2/J DEFGRID3
* xyz 1 1
O 3.72 -0.08 -2.38
N 4.40 -0.13 -3.35
O 4.75 1.13 -3.79
C 3.80 1.43 -4.85
C 2.59 2.34 -4.33
C 1.17 2.03 -4.93
C -0.05 2.86 -4.45
S -1.70 2.41 -5.17
O -2.40 3.73 -5.44
O -1.57 1.69 -6.49
C -2.63 1.47 -3.86
F -2.50 2.21 -2.64
F -4.00 1.31 -4.20
C -2.06 -0.01 -3.55
F -2.95 -0.98 -4.04
F -1.92 -0.14 -2.14
F -0.79 -0.27 -4.11
C 0.19 3.97 -3.41
N 1.50 4.22 -2.88
C 2.67 3.46 -3.28
F 3.92 3.72 -2.70
H 4.25 1.87 -5.79
H 3.32 0.42 -5.16
H 1.05 1.21 -5.71
H -0.71 4.61 -3.05
H 1.58 4.98 -2.18
C -4.29 0.26 0.30
C -3.83 -1.12 0.71
O -3.06 -1.06 1.92
C -3.77 -0.96 3.07
O -4.98 -0.92 3.12
C -2.84 -0.95 4.27
F -1.80 -0.11 4.12
F -2.31 -2.18 4.51
F -3.46 -0.58 5.41
H -3.45 0.95 0.22
H -4.81 0.23 -0.66
H -4.97 0.68 1.05
H -3.17 -1.53 -0.06
H -4.67 -1.82 0.81
C 6.64 1.93 -0.84
C 7.48 2.39 -2.01
O 8.87 2.42 -1.67
C 9.51 1.23 -1.67
O 8.99 0.18 -1.94
C 10.99 1.42 -1.33
F 11.17 2.21 -0.26
F 11.67 1.98 -2.34
F 11.60 0.25 -1.05
H 6.84 2.55 0.04
H 5.58 1.97 -1.08
H 6.89 0.90 -0.55
H 7.20 3.41 -2.29
H 7.32 1.76 -2.89
C -0.02 -5.21 -2.84
C 0.73 -4.06 -2.19
O 2.12 -4.09 -2.56
C 2.41 -3.59 -3.78
O 1.59 -3.15 -4.55
C 3.91 -3.64 -4.03
F 4.46 -4.82 -3.69
F 4.57 -2.70 -3.30
F 4.24 -3.42 -5.31
H 0.45 -6.16 -2.60
H -1.06 -5.23 -2.49
H -0.03 -5.12 -3.92
H 0.69 -4.17 -1.10
H 0.28 -3.10 -2.43
C -5.40 8.17 -1.86
C -4.57 8.63 -3.03
O -3.17 8.67 -2.69
C -2.53 7.49 -2.70
O -3.05 6.43 -2.97
C -1.06 7.68 -2.36
F -0.86 8.47 -1.29
F -0.37 8.24 -3.38
F -0.43 6.51 -2.09
H -5.21 8.79 -0.98
H -6.47 8.21 -2.10
H -5.15 7.14 -1.58
H -4.85 9.65 -3.31
H -4.73 8.01 -3.92
C 11.36 -2.20 2.36
C 10.39 -1.13 1.89
O 9.06 -1.42 2.35
C 8.79 -1.10 3.63
O 9.59 -0.61 4.38
C 7.34 -1.41 3.97
F 6.96 -2.63 3.54
F 6.49 -0.53 3.39
F 7.09 -1.37 5.29
H 11.02 -3.19 2.05
H 12.36 -2.03 1.95
H 11.44 -2.22 3.45
H 10.36 -1.13 0.80
H 10.71 -0.14 2.21
C -3.83 -3.43 6.64
C -4.94 -4.44 6.79
O -4.45 -5.78 6.58
C -3.79 -6.33 7.62
O -3.61 -5.78 8.68
C -3.37 -7.76 7.29
F -2.79 -7.85 6.07
F -4.42 -8.61 7.28
F -2.48 -8.26 8.17
H -3.34 -3.54 5.67
H -4.22 -2.41 6.72
H -3.06 -3.56 7.40
H -5.70 -4.27 6.03
H -5.43 -4.36 7.76
C -11.82 -0.94 3.06
C -10.96 -2.17 3.18
O -9.95 -2.20 2.15
C -8.87 -1.42 2.36
O -8.72 -0.73 3.34
C -7.87 -1.57 1.22
F -8.46 -1.50 0.01
F -7.23 -2.76 1.27
F -6.92 -0.62 1.24
H -12.26 -0.87 2.06
H -12.63 -0.96 3.79
H -11.24 -0.03 3.22
H -11.57 -3.07 3.04
H -10.50 -2.25 4.17
*
```

- E_HOMO (eV) = -12.358
- Kohn-Sham gap (eV) = 6.5151
- molar mass (g mol⁻¹) = 1333.7

DFT (ωB97M-V/def2-TZVPD) results for C36H40IrP2 as an isolated structure in a non-equilibrium geometry.

```
! wB97M-V def2-TZVPD RIJCOSX def2/J DEFGRID3
* xyz 2 6
Ir 0.62 0.36 2.55
C -1.34 -0.20 4.81
C -2.47 -0.44 4.10
C -3.14 0.64 3.39
C -2.43 1.33 2.15
C -0.94 1.72 2.10
C -0.21 2.22 3.22
C -0.90 2.39 4.55
C -1.07 1.14 5.45
C 1.70 -0.82 1.50
H -0.87 -1.05 5.30
H -2.83 -1.45 3.90
H -3.41 1.48 4.06
H -4.08 0.18 3.02
H -2.72 0.77 1.21
H -2.98 2.28 2.19
H -0.59 2.14 1.12
H 0.63 2.92 3.00
H -1.86 2.91 4.45
H -0.26 3.12 5.08
H -0.19 1.02 6.10
H -1.90 1.41 6.15
H 1.98 -1.65 2.17
H 2.58 -0.21 1.17
H 1.20 -1.26 0.65
P -0.30 -1.54 -1.91
P 1.18 0.67 -1.38
C -1.21 -0.05 -2.35
C -0.50 1.07 -1.98
C -0.54 -2.75 -3.29
C -1.52 -2.58 -4.28
C -1.84 -3.63 -5.15
C -1.14 -4.84 -5.10
C -0.06 -4.96 -4.22
C 0.25 -3.93 -3.33
C -1.41 -2.15 -0.62
C -1.29 -1.54 0.64
C -1.79 -2.17 1.75
C -2.66 -3.26 1.63
C -2.91 -3.80 0.34
C -2.24 -3.27 -0.78
C 2.13 0.88 -3.01
C 2.00 -0.12 -4.00
C 2.45 0.08 -5.30
C 3.17 1.24 -5.65
C 3.40 2.19 -4.64
C 2.88 2.02 -3.35
C 1.71 2.20 -0.56
C 3.01 2.27 -0.03
C 3.45 3.44 0.59
C 2.60 4.55 0.69
C 1.30 4.47 0.18
C 0.86 3.32 -0.47
H -2.10 -0.08 -2.97
H -0.68 2.09 -2.34
H -2.02 -1.62 -4.39
H -2.64 -3.48 -5.88
H -1.40 -5.68 -5.76
H 0.56 -5.86 -4.22
H 1.12 -4.03 -2.67
H -0.62 -0.67 0.85
H -1.39 -1.76 2.68
H -3.12 -3.69 2.53
H -3.56 -4.67 0.22
H -2.32 -3.73 -1.77
H 1.51 -1.06 -3.75
H 2.21 -0.66 -6.07
H 3.50 1.39 -6.68
H 3.95 3.11 -4.86
H 3.04 2.80 -2.61
H 3.68 1.41 -0.11
H 4.47 3.47 0.98
H 2.96 5.47 1.16
H 0.60 5.30 0.30
H -0.15 3.28 -0.88
C 1.53 0.02 4.40
H 1.25 0.55 5.32
H 2.52 0.37 4.05
H 1.58 -1.06 4.62
*
```

- E_HOMO (spin up / spin down) (eV) = -13.172 / -14.019
- Kohn-Sham gap (spin up / spin down) (eV) = 7.8686 / 5.4334
- molar mass (g mol⁻¹) = 726.9

DFT (ωB97M-V/def2-TZVPD) results for C36H40MgO3P2S as an isolated structure in a non-equilibrium geometry.

```
! wB97M-V def2-TZVPD RIJCOSX def2/J DEFGRID3
* xyz 0 1
Mg 2.47 5.48 -0.91
C 4.74 3.87 2.89
C 4.29 2.69 2.43
C 3.41 1.70 3.09
C 1.86 1.87 2.91
C 1.26 3.21 3.20
C 1.85 4.20 3.88
C 3.04 4.08 4.80
C 4.38 4.53 4.18
C 0.62 5.80 -0.15
H 5.41 4.47 2.27
H 4.56 2.42 1.40
H 3.63 1.64 4.16
H 3.66 0.73 2.63
H 1.60 1.57 1.88
H 1.38 1.11 3.56
H 0.27 3.36 2.76
H 1.40 5.20 3.90
H 3.14 3.05 5.17
H 2.85 4.75 5.65
H 4.34 5.62 4.02
H 5.18 4.37 4.92
H 0.18 6.80 -0.06
H 0.99 5.48 0.83
H -0.06 5.07 -0.59
P -0.73 -3.16 -2.78
P -3.62 -2.20 -1.47
C -1.43 -3.94 -1.28
C -2.62 -3.55 -0.77
C -0.10 -4.65 -3.68
C 0.25 -5.86 -3.05
C 0.78 -6.91 -3.80
C 0.96 -6.79 -5.18
C 0.58 -5.60 -5.81
C 0.04 -4.54 -5.08
C 0.78 -2.41 -2.06
C 0.60 -1.29 -1.23
C 1.69 -0.70 -0.61
C 2.97 -1.22 -0.82
C 3.16 -2.32 -1.66
C 2.07 -2.90 -2.31
C -5.23 -3.14 -1.50
C -5.35 -4.18 -2.44
C -6.48 -5.01 -2.42
C -7.51 -4.81 -1.50
C -7.41 -3.74 -0.61
C -6.30 -2.89 -0.62
C -3.85 -1.14 0.00
C -4.31 0.17 -0.24
C -4.60 1.01 0.83
C -4.43 0.56 2.14
C -3.93 -0.73 2.38
C -3.62 -1.57 1.31
H -0.82 -4.72 -0.79
H -3.09 -4.10 0.07
H 0.11 -5.98 -1.98
H 1.05 -7.84 -3.29
H 1.39 -7.62 -5.75
H 0.71 -5.51 -6.89
H -0.27 -3.63 -5.58
H -0.42 -0.91 -1.08
H 1.54 0.18 0.02
H 3.82 -0.76 -0.32
H 4.16 -2.72 -1.83
H 2.22 -3.74 -2.99
H -4.55 -4.36 -3.15
H -6.55 -5.82 -3.14
H -8.38 -5.47 -1.49
H -8.20 -3.57 0.12
H -6.25 -2.06 0.08
H -4.43 0.52 -1.27
H -4.98 2.02 0.64
H -4.67 1.21 2.98
H -3.79 -1.09 3.39
H -3.21 -2.56 1.50
C 5.32 7.49 1.13
S 3.68 7.34 0.41
O 2.91 8.46 0.90
O 3.67 7.15 -1.09
O 3.31 5.95 0.90
H 5.88 8.36 0.77
H 5.88 6.56 0.97
H 5.13 7.65 2.20
*
```

- E_HOMO (eV) = -7.881
- Kohn-Sham gap (eV) = 7.0177
- molar mass (g mol⁻¹) = 639.0

DFT (ωB97M-V/def2-TZVPD) results for a 2-piece molecular cluster, C36H40N3O overall in a non-equilibrium geometry.

```
! wB97M-V def2-TZVPD RIJCOSX def2/J DEFGRID3
* xyz 1 1
C 2.39 -0.23 -1.36
N 1.66 -0.71 -2.52
C 0.49 -0.20 -3.01
H -0.06 0.03 1.32
C 0.12 1.20 -2.98
C -1.20 1.73 -2.85
C -1.47 3.02 -3.26
C -0.41 3.93 -3.55
O -0.75 5.14 -4.09
C 0.27 5.99 -4.70
C 0.92 3.48 -3.47
C 1.18 2.14 -3.21
N -0.14 -1.27 -3.58
C -1.56 -1.48 -3.72
C 0.81 -2.28 -3.86
C 1.98 -1.90 -3.19
C 3.25 -2.21 -3.68
C 3.31 -2.93 -4.88
C 2.13 -3.40 -5.51
C 0.85 -3.05 -5.02
H 3.11 -1.02 -1.08
H 2.90 0.72 -1.57
H 1.71 -0.10 -0.50
H -2.02 1.10 -2.46
H -2.49 3.36 -3.44
H -0.21 6.95 -4.90
H 1.13 6.16 -4.02
H 0.62 5.55 -5.65
H 1.74 4.15 -3.75
H 2.21 1.79 -3.31
H -1.77 -2.52 -4.01
H -2.04 -1.28 -2.74
H -1.95 -0.82 -4.49
H 4.14 -1.78 -3.21
H 4.27 -3.03 -5.38
H 2.21 -3.96 -6.45
H -0.06 -3.25 -5.59
C 0.63 2.57 1.08
C -0.77 2.58 1.76
C -1.00 3.98 2.34
C -1.87 2.28 0.71
C -0.94 1.62 2.94
N -1.14 2.05 4.23
C -1.32 0.97 5.11
C -1.24 -0.19 4.31
C -1.21 -1.45 4.90
C -1.29 -1.55 6.29
C -1.37 -0.42 7.10
C -1.45 0.86 6.50
C -1.04 0.22 2.95
C -0.83 -0.58 1.73
C -0.21 -1.97 1.82
C 0.83 -2.25 2.71
C 1.05 -3.58 3.09
C 0.25 -4.62 2.59
C 0.24 -6.00 3.24
C -0.58 -4.34 1.49
C -0.70 -3.02 1.00
H 0.99 1.61 0.68
H 0.59 3.28 0.22
H 1.42 2.93 1.76
H -2.02 4.07 2.74
H -0.27 4.21 3.14
H -0.88 4.74 1.56
H -2.86 2.28 1.20
H -1.88 3.05 -0.08
H -1.75 1.31 0.21
H -1.06 2.98 4.60
H -1.08 -2.33 4.29
H -1.31 -2.54 6.75
H -1.39 -0.54 8.19
H -1.66 1.72 7.12
H -1.70 -0.59 1.05
H 1.43 -1.44 3.14
H 1.82 -3.84 3.82
H -0.51 -6.66 2.78
H 1.21 -6.52 3.18
H 0.00 -5.94 4.31
H -1.17 -5.14 1.03
H -1.21 -2.81 0.05
*
```

- E_HOMO (eV) = -9.146
- Kohn-Sham gap (eV) = 5.6055
- molar mass (g mol⁻¹) = 530.7

DFT (ωB97M-V/def2-TZVPD) results for C36H40N5O4RuSTe as an isolated structure.

```
! wB97M-V def2-TZVPD RIJCOSX def2/J DEFGRID3
* xyz 1 5
Ru 1.51 0.28 -1.86
C 6.18 0.94 -2.22
N 5.19 2.00 -2.12
C 5.31 3.15 -1.36
C 4.14 3.79 -1.40
N 3.29 3.01 -2.19
C 3.95 1.90 -2.61
S 3.35 0.65 -3.59
C 1.92 3.30 -2.38
C 1.54 4.63 -2.53
C 0.20 4.94 -2.60
C -0.73 3.91 -2.54
C -0.27 2.62 -2.44
N 1.04 2.30 -2.35
H 7.14 1.32 -1.89
H 6.26 0.61 -3.26
H 5.88 0.10 -1.60
H 6.22 3.40 -0.84
H 3.83 4.70 -0.92
H 2.30 5.39 -2.61
H -0.12 5.97 -2.71
H -1.79 4.10 -2.59
H -0.94 1.77 -2.43
C -2.37 -0.63 -4.47
C -1.53 -1.17 -3.35
N -1.45 -2.51 -3.24
O -0.98 -0.42 -2.54
H -2.82 -1.41 -5.08
H -1.75 0.01 -5.10
H -3.16 -0.01 -4.04
H -1.79 -3.11 -3.96
H -0.83 -2.89 -2.54
C -6.33 0.22 4.38
C -5.11 0.23 3.49
C -3.94 -0.40 3.89
C -2.81 -0.41 3.08
C -1.57 -1.11 3.59
C -2.87 0.22 1.82
Te -1.19 0.24 0.48
N 1.17 0.72 0.02
C 2.40 0.69 0.57
O 3.41 0.73 -0.18
C 2.57 0.61 2.05
C 1.60 1.08 2.93
C 1.79 0.97 4.30
C 2.94 0.38 4.79
C 3.92 -0.09 3.92
C 3.74 0.03 2.55
C -0.85 -1.83 0.63
C 0.38 -2.28 1.10
C 0.62 -3.64 1.23
C -0.38 -4.55 0.88
C -1.60 -4.09 0.40
C -1.86 -2.73 0.27
C -3.22 -2.29 -0.23
C -4.04 0.87 1.41
C -4.20 1.60 0.09
C -5.14 0.86 2.26
H -6.11 -0.18 5.36
H -7.12 -0.39 3.94
H -6.73 1.23 4.50
H -3.89 -0.88 4.86
H -1.56 -1.13 4.68
H -0.66 -0.63 3.25
H -1.54 -2.15 3.24
H 0.71 1.55 2.53
H 1.04 1.34 4.98
H 3.09 0.28 5.86
H 4.82 -0.55 4.30
H 4.48 -0.32 1.85
H 1.15 -1.58 1.37
H 1.57 -3.99 1.59
H -0.20 -5.61 0.98
H -2.37 -4.80 0.13
H -3.63 -3.04 -0.92
H -3.18 -1.34 -0.75
H -3.92 -2.18 0.60
H -3.45 1.32 -0.65
H -4.12 2.68 0.24
H -5.18 1.40 -0.33
H -6.05 1.35 1.93
C 2.25 -3.65 -2.63
C 1.88 -2.21 -2.46
O 1.49 -1.51 -3.42
O 1.99 -1.68 -1.30
H 3.28 -3.71 -2.97
H 1.62 -4.12 -3.39
H 2.17 -4.18 -1.68
*
```

- E_HOMO (spin up / spin down) (eV) = -9.531 / -10.659
- Kohn-Sham gap (spin up / spin down) (eV) = 7.0631 / 6.5222
- molar mass (g mol⁻¹) = 867.5

For each record above, in turn, the calculated electronic energy values are -162008.5393, -59372.9844, -78978.9897, -44491.6479, -74327.1181 eV.